A molecular structure, C11H10BrNZn in a non-equilibrium geometry, computed with ωB97M-V/def2-TZVPD.

The energy relative to the best compared isomer or geometry (same formula, charge and spin) comes out at 0.220 eV. For the HOMO energy, the calculation gives 0.1266 eV. For the LUMO energy, the calculation gives 4.960 eV. The calculated total energy comes out at -131518.275 eV. As for the molar mass: 301.502 g mol⁻¹. The calculation puts the gap between HOMO and LUMO at 4.83 eV.

```
! RIJCOSX wB97M-V def2-TZVPD def2/J DEFGRID3
* xyz -2 1
C -1.664 -0.858 0.894
C -2.065 -1.402 2.156
C -2.321 -0.297 3.018
H -2.075 -2.454 2.447
C -2.151 0.887 2.296
C -1.709 0.547 0.987
H -1.530 1.250 0.158
H -1.346 -1.454 0.013
H -2.596 -0.314 4.045
H -2.287 1.926 2.657
Zn 1.241 0.067 -0.140
Br 2.324 -2.008 0.503
C 2.331 0.674 -1.798
C 1.212 1.478 -2.215
C 0.244 0.617 -2.803
H 1.215 2.558 -2.296
C 0.727 -0.714 -2.757
C 2.022 -0.692 -2.150
H 2.728 -1.516 -2.178
H 3.299 1.036 -1.477
H -0.627 0.937 -3.353
H 0.269 -1.581 -3.235
N 1.432 0.742 3.200
C 1.327 0.572 2.030
*
```


A single C11H10Cl2N2 molecule in a non-equilibrium geometry, computed with ωB97M-V/def2-TZVPD.

The energy relative to the best compared isomer or geometry (same formula, charge and spin) comes out at 0.044 eV. For the HOMO energy, the calculation gives -8.0708 eV. For the LUMO energy, the calculation gives 0.618 eV. The calculated total energy comes out at -39594.157 eV. As for the molar mass: 241.121 g mol⁻¹. The calculation puts the gap between HOMO and LUMO at 8.69 eV. Its SMILES is NCc1cc(Cl)c(Cl)c(-c2ccc[nH]2)c1.

```
! RIJCOSX wB97M-V def2-TZVPD def2/J DEFGRID3
* xyz 0 1
N 1.963 -2.201 4.179
C 0.921 -1.932 3.189
C 1.348 -0.921 2.142
C 2.688 -0.490 1.930
C 3.042 0.273 0.818
Cl 4.647 0.919 0.663
C 2.036 0.620 -0.099
Cl 2.550 1.569 -1.503
C 0.682 0.201 0.102
C -0.427 0.574 -0.816
C -0.666 1.802 -1.387
C -1.923 1.740 -2.095
C -2.397 0.464 -1.953
N -1.489 -0.252 -1.158
C 0.360 -0.550 1.244
H 2.227 -1.359 4.671
H 1.652 -2.912 4.821
H 0.011 -1.569 3.656
H 0.700 -2.890 2.722
H 3.527 -0.774 2.558
H -0.055 2.671 -1.293
H -2.447 2.575 -2.535
H -3.352 0.089 -2.341
H -1.553 -1.231 -0.892
H -0.640 -0.932 1.405
*
```


A molecular structure, C11H10ClIrN in a non-equilibrium geometry, computed with ωB97M-V/def2-TZVPD.

For the HOMO energy (alpha / beta), the calculation gives -1.9969 / -4.5737 eV. For the LUMO energy (alpha / beta), the calculation gives 3.278 / 1.293 eV. The calculated total energy comes out at -28416.985 eV. As for the molar mass: 383.878 g mol⁻¹. The calculation puts the gap between HOMO and LUMO (alpha / beta) at 5.27 / 5.87 eV.

```
! RIJCOSX wB97M-V def2-TZVPD def2/J DEFGRID3
* xyz -1 5
C 1.706 0.029 -2.231
C 0.627 1.004 -1.995
C -0.597 0.289 -1.872
H 0.704 2.081 -2.143
C -0.338 -1.080 -1.779
C 1.101 -1.294 -1.899
H 1.612 -2.239 -2.088
H 2.634 0.164 -2.747
H -1.590 0.754 -1.922
H -1.070 -1.891 -1.726
Ir 1.740 -0.174 -0.237
Cl 2.093 1.842 0.763
C -0.930 0.629 1.766
C -1.806 -0.358 1.233
C -2.946 0.299 0.690
H -1.559 -1.411 1.232
C -2.746 1.715 0.910
C -1.514 1.921 1.565
H -1.029 2.865 1.749
H 0.042 0.453 2.195
H -3.815 -0.177 0.236
H -3.469 2.497 0.695
N 1.896 -2.359 1.873
C 2.001 -1.532 1.032
*
```


A single C11H10ClNS molecule in a non-equilibrium geometry, computed with ωB97M-V/def2-TZVPD.

The energy relative to the best compared isomer or geometry (same formula, charge and spin) comes out at 1.301 eV. For the HOMO energy, the calculation gives -8.7172 eV. For the LUMO energy, the calculation gives 0.669 eV. The calculated total energy comes out at -36415.721 eV. As for the molar mass: 223.728 g mol⁻¹. The calculation puts the gap between HOMO and LUMO at 9.39 eV. Its SMILES is ClCc1csc(Cc2ccccc2)n1.

```
! RIJCOSX wB97M-V def2-TZVPD def2/J DEFGRID3
* xyz 0 1
Cl -2.901 4.096 1.798
C -1.729 2.743 1.747
C -2.188 1.482 0.883
C -3.411 1.072 0.361
S -3.372 -0.392 -0.456
C -1.683 -0.425 -0.117
C -0.722 -1.575 -0.565
C 0.788 -1.321 -0.530
C 1.688 -2.143 0.152
C 3.025 -1.753 0.178
C 3.515 -0.676 -0.651
C 2.645 0.080 -1.430
C 1.286 -0.153 -1.285
N -1.252 0.584 0.453
H -0.920 3.248 1.280
H -1.445 2.313 2.722
H -4.339 1.607 0.469
H -0.995 -1.773 -1.592
H -1.173 -2.463 -0.226
H 1.243 -2.957 0.688
H 3.706 -2.275 0.884
H 4.573 -0.485 -0.836
H 3.088 0.691 -2.183
H 0.572 0.474 -1.744
*
```


A molecular structure, C11H10IrN3O7S, computed with ωB97M-V/def2-TZVPD.

The energy relative to the best compared isomer or geometry (same formula, charge and spin) comes out at 0.000 eV. For the HOMO energy, the calculation gives -8.9745 eV. For the LUMO energy, the calculation gives -0.301 eV. The calculated total energy comes out at -44048.285 eV. As for the molar mass: 520.499 g mol⁻¹. The calculation puts the gap between HOMO and LUMO at 8.67 eV.

```
! RIJCOSX wB97M-V def2-TZVPD def2/J DEFGRID3
* xyz 0 1
Ir 0.105 0.621 0.114
O 3.665 -0.207 1.805
C 2.582 -0.142 1.275
O 2.088 0.888 0.636
C 1.654 -1.360 1.322
C 1.858 -2.551 1.992
C 0.837 -3.496 1.984
C -0.372 -3.239 1.342
C -0.520 -2.032 0.688
N 0.505 -1.182 0.677
C -1.784 -1.494 0.020
O -2.775 -2.182 -0.030
O -1.679 -0.271 -0.453
H 2.790 -2.701 2.519
H 0.973 -4.433 2.507
H -1.200 -3.933 1.357
C -3.038 2.125 1.112
S -1.343 2.406 1.497
O -0.640 2.659 0.194
O -1.270 3.449 2.461
O -0.767 1.077 1.951
H -3.390 3.015 0.594
H -3.570 2.000 2.052
H -3.120 1.241 0.484
N 0.415 1.106 -3.930
C 1.684 1.536 -3.607
C 1.863 1.223 -2.301
N 0.722 0.594 -1.842
C -0.140 0.559 -2.841
H -0.036 1.192 -4.825
H 2.327 2.018 -4.320
H 2.704 1.379 -1.649
H -1.129 0.135 -2.786
*
```


A molecular structure, C11H10MnN2O4 in a non-equilibrium geometry, computed with ωB97M-V/def2-TZVPD.

For the HOMO energy (alpha / beta), the calculation gives -21.1526 / -22.4179 eV. For the LUMO energy (alpha / beta), the calculation gives -12.543 / -14.641 eV. The calculated total energy comes out at -54023.440 eV. As for the molar mass: 289.149 g mol⁻¹. The calculation puts the gap between HOMO and LUMO (alpha / beta) at 8.61 / 7.78 eV.

```
! RIJCOSX wB97M-V def2-TZVPD def2/J DEFGRID3
* xyz 3 5
Mn 0.007 0.098 -1.333
O 0.472 2.992 -0.490
C 0.223 1.948 -1.053
C -0.114 -1.759 -1.170
O -0.159 -2.933 -1.343
C 1.884 -0.072 -1.261
O 3.029 -0.170 -1.604
C -1.801 0.140 -1.244
O -2.995 -0.014 -1.083
C -0.067 0.825 -3.608
H -0.973 1.457 -3.698
H 0.888 1.380 -3.698
C -0.130 -0.499 -3.633
H 0.767 -1.123 -3.702
H -1.089 -1.026 -3.712
N 1.442 -1.437 1.367
C 0.532 -0.607 1.930
C 0.443 -0.653 3.355
C -0.440 0.222 3.947
C -1.209 1.084 3.154
C -1.120 1.017 1.751
N -0.251 0.171 1.109
H 1.662 -1.500 0.390
H 2.039 -1.941 2.018
H 1.127 -1.339 3.872
H -0.521 0.238 5.032
H -1.929 1.802 3.590
H -1.720 1.698 1.118
*
```